DFT (ωB97M-V with the def2-TZVPD basis set) results for a 3-piece molecular cluster, C16H36B3FNO5P overall.

CARTESIAN COORDINATES (ANGSTROEM)
C  0.48817  5.13933  -1.83176
C  0.71001  3.62348  -1.78760
C  1.39485  3.05836  -3.05453
F  1.21921  3.92523  -4.13929
B  0.79354  1.64443  -3.38522
O  -0.12322  1.45353  -4.38954
B  -0.86507  0.28892  -4.43095
C  -2.25052  0.22306  -5.17992
N  -3.32127  0.18256  -4.17850
C  -3.28959  1.30843  -3.25800
O  -0.39076  -0.80744  -3.73707
B  0.57321  -0.67364  -2.76106
P  1.13636  -2.11552  -1.61074
C  0.35547  -3.55027  -2.49602
C  -0.08496  -1.74285  -0.24310
C  -0.28640  -2.90590  0.72243
O  1.12432  0.58398  -2.56870
H  1.21980  5.63086  -2.47178
H  0.56801  5.56971  -0.83283
H  -0.49905  5.38612  -2.22155
H  -0.24607  3.11894  -1.61623
H  1.33392  3.36571  -0.92995
H  2.47233  2.99923  -2.87692
H  -2.28548  -0.70311  -5.76107
H  -2.34949  1.06638  -5.87953
H  -4.22480  0.12793  -4.62802
H  -2.49678  1.16142  -2.51454
H  -4.23047  1.36917  -2.71171
H  -3.11002  2.27668  -3.74936
H  -0.27401  -3.23063  -3.32614
H  1.14303  -4.20277  -2.87299
H  -0.25666  -4.14424  -1.81733
H  -1.04893  -1.39344  -0.62291
H  0.35739  -0.90620  0.30539
H  0.65591  -3.19199  1.19617
H  -0.70725  -3.78791  0.23830
H  -0.98053  -2.61180  1.51396
C  2.73087  2.33248  1.89405
C  1.81606  2.35093  3.11774
C  0.43840  2.31570  2.46751
O  0.58758  1.57032  1.25829
C  1.97582  1.38895  0.96827
H  3.74085  1.98678  2.10909
H  2.79510  3.32996  1.45362
H  1.97531  1.45521  3.72169
H  1.95576  3.22314  3.75490
H  0.09037  3.32657  2.22834
H  -0.31843  1.82903  3.08454
H  2.25095  0.34492  1.15599
H  2.13654  1.59399  -0.09140
C  -1.36040  -3.74107  4.92874
C  -0.61708  -2.40735  4.98961
C  0.81435  -2.86961  5.23251
O  0.94209  -4.13079  4.57736
C  -0.34723  -4.61691  4.20225
H  -2.31427  -3.68409  4.40565
H  -1.54267  -4.12113  5.93589
H  -0.69090  -1.88838  4.03132
H  -0.98056  -1.74017  5.77025
H  1.01102  -2.99550  6.30285
H  1.56270  -2.18912  4.82315
H  -0.46275  -4.52729  3.11712
H  -0.41370  -5.67231  4.46928

Values from the calculation:
LUMO level: 0.606 eV
HOMO: -8.454 eV
E_tot: -1578.22135 Ha
Structure (SMILES): CC[C@H](F)B1OB(CNC)OB(P(C)CC)O1.C1CCOC1.C1CCOC1

DFT (ωB97M-V with the def2-TZVPD basis set) results for C39H58ClN4O3ReS as an isolated structure.

CARTESIAN COORDINATES (ANGSTROEM)
Re  -1.42950  -0.04314  -0.29004
C  -3.32935  0.87149  -2.36603
N  -2.59224  -0.39062  -2.10567
C  -3.59203  -1.48377  -2.04223
C  -1.65485  -0.69171  -3.22675
C  -0.25578  -0.12670  -3.00238
N  0.20011  -0.53597  -1.63319
C  0.52301  -2.00698  -1.70829
C  0.51662  -2.75312  -0.40679
C  1.60033  -3.56817  -0.11681
C  1.60030  -4.41028  0.98805
C  0.46294  -4.40129  1.78743
C  -0.64924  -3.59782  1.54769
C  -0.60873  -2.76094  0.42158
O  -1.66082  -1.95695  0.09130
C  -1.84082  -3.61765  2.50112
C  -1.67465  -4.64344  3.62604
C  -3.12042  -4.01142  1.74524
C  -1.95257  -2.23956  3.16995
C  2.80459  -5.30365  1.26522
C  4.06718  -4.43998  1.37168
C  2.96335  -6.29771  0.10701
C  2.65096  -6.09256  2.56492
C  1.46789  0.09742  -1.14251
C  1.50826  1.58276  -0.90260
C  2.62625  2.26227  -1.38925
C  2.79260  3.62130  -1.18763
C  1.80066  4.27877  -0.46421
C  0.66337  3.66063  0.03602
C  0.51902  2.28111  -0.21040
O  -0.62432  1.63769  0.18181
C  -0.39835  4.47180  0.77340
C  -1.66246  4.53546  -0.10265
C  0.04103  5.91871  1.01716
C  -0.65727  3.86498  2.16185
C  3.98472  4.40661  -1.72282
C  4.94549  3.52050  -2.51320
C  4.74724  5.02911  -0.54610
C  3.47741  5.51826  -2.65083
H  -3.87351  0.79566  -3.31151
H  -4.03890  1.03353  -1.55791
H  -2.63084  1.70280  -2.40744
H  -4.10031  -1.57141  -3.00554
H  -3.09689  -2.41528  -1.78574
H  -4.32708  -1.24703  -1.27658
H  -1.60892  -1.77289  -3.33382
H  -2.06152  -0.30441  -4.16545
H  0.43251  -0.56749  -3.74292
H  0.53922  1.77758  -2.78657
H  -0.15828  -2.48370  -2.41085
H  1.52213  -2.08889  -2.14715
H  2.45634  -3.54413  -0.78001
H  0.43979  -5.04841  2.64778
H  -1.57813  -5.65932  3.24169
H  -0.81360  -4.42541  4.25696
H  -2.56042  -4.61509  4.26097
H  -3.08313  -5.06889  1.48043
H  -3.99530  -3.86312  2.38219
H  -3.25234  -3.45271  0.82422
H  -1.11169  -2.08939  3.84835
H  -1.94049  -1.42452  2.44911
H  -2.87021  -2.17310  3.75605
H  4.27853  -3.91387  0.44140
H  3.96788  -3.69857  2.16519
H  4.92982  -5.06674  1.59784
H  3.14298  -5.78451  -0.83814
H  3.80898  -6.96071  0.29217
H  2.06829  -6.91036  -0.00624
H  2.52645  -5.43415  3.42535
H  1.80278  -6.77627  2.52698
H  3.54614  -6.69066  2.73269
H  1.66922  -0.43412  -0.20614
H  2.27324  -0.16041  -1.84031
H  3.36722  1.69719  -1.93795
H  1.92032  5.33711  -0.29250
H  -1.49413  5.20912  -0.94377
H  -1.92805  3.56620  -0.51862
H  -2.50971  4.91897  0.46826
H  0.16615  6.47514  0.08819
H  -0.72875  6.42641  1.59945
H  0.96993  5.96946  1.58464
H  -0.87795  2.80217  2.13367
H  0.22427  3.99723  2.78986
H  -1.48745  4.38422  2.64295
H  5.37518  2.73344  -1.89242
H  4.45746  3.06053  -3.37368
H  5.76924  4.12667  -2.88916
H  5.11601  4.25879  0.13161
H  5.60183  5.59746  -0.91350
H  4.11791  5.70924  0.02719
H  2.92783  5.10026  -3.49491
H  2.82030  6.21196  -2.12778
H  4.31875  6.08988  -3.04241
Cl  -4.64645  3.64864  2.68027
C  -4.43536  2.01259  2.18114
C  -5.34287  1.03512  2.54754
C  -5.10604  -0.25336  2.10171
C  -3.99512  -0.51450  1.32539
N  -3.11364  0.43828  0.97506
C  -3.33979  1.68795  1.40020
H  -6.19938  1.27955  3.15778
H  -5.77530  -1.06305  2.35566
H  -3.77077  -1.50981  0.97975
H  -2.62449  2.43602  1.10920
O  0.61704  2.01016  -5.42246
S  -0.64783  1.94586  -4.66021
N  -0.30901  1.32567  -3.12427

Values from the calculation:
2S+1: 4
ΔE to the lowest compared entry with this formula, charge and spin: 43.2 kcal per mole
LUMO level (spin up / spin down): -2.623 / -3.632 eV
HOMO (spin up / spin down): -10.284 / -10.328 eV
E_tot: -2902.11032 Ha
Net charge: +1

DFT (ωB97M-V with the def2-TZVPD basis set) results for C35H29IrN6OSSe as an isolated structure at a distorted geometry.

CARTESIAN COORDINATES (ANGSTROEM)
Ir  -1.03781  -0.22615  -0.22291
C  -5.69294  4.64517  0.59067
C  -4.47752  3.90495  0.09995
C  -3.19245  4.41532  0.27924
C  -2.08179  3.70344  -0.12588
C  -2.18391  2.44553  -0.74122
N  -1.04883  1.69513  -1.07148
C  0.05382  2.41786  -1.49100
C  -0.12116  3.42277  -2.45992
C  0.91377  4.22111  -2.89045
C  2.20682  4.04423  -2.39279
C  3.35029  4.90957  -2.85383
C  2.39447  3.03748  -1.46883
C  1.34223  2.24563  -1.00557
N  1.63633  1.28740  0.00023
C  2.57721  1.40491  0.95258
C  2.66899  0.19941  1.61133
C  1.72741  -0.61399  0.98673
N  1.10522  0.04856  0.01196
C  -3.46605  1.95517  -0.91628
C  -4.58681  2.66406  -0.49996
N  -3.66447  0.70271  -1.54333
C  -4.58064  0.40766  -2.48476
C  -4.46976  -0.93465  -2.76759
C  -3.44598  -1.39494  -1.93554
N  -2.96770  -0.39889  -1.20222
H  -5.51962  5.72083  0.59112
H  -5.93339  4.34628  1.61329
H  -6.56298  4.43435  -0.03105
H  -3.05724  5.37625  0.76237
H  -1.09168  4.10472  0.04637
H  -1.11642  3.55837  -2.86324
H  0.71961  4.99012  -3.62941
H  3.04627  5.95575  -2.89662
H  3.67879  4.62054  -3.85440
H  4.20272  4.82340  -2.18125
H  3.39313  2.85032  -1.09097
H  3.09678  2.33202  1.11950
H  3.31954  -0.05768  2.42821
H  1.47977  -1.64585  1.17324
H  -5.56525  2.21557  -0.63335
H  -5.22286  1.16836  -2.89293
H  -5.04365  -1.50349  -3.47686
H  -3.02926  -2.38339  -1.84117
Se  -1.53955  1.01381  1.88646
C  -1.21098  0.09844  3.52432
C  -0.12661  -0.74142  3.75507
C  0.06428  -1.23781  5.03473
N  -0.73204  -0.96330  6.06613
C  -1.77474  -0.16940  5.82866
C  -2.05982  0.38003  4.58861
H  0.55128  -0.99517  2.95539
H  0.90905  -1.88384  5.25353
H  -2.41369  0.03819  6.68047
H  -2.92115  1.01852  4.44022
C  5.52497  -4.87941  -0.01330
C  5.69028  -6.37633  -0.02969
O  6.72679  -6.93680  0.19573
S  4.28378  -7.41366  -0.45909
C  2.92120  -6.28056  -0.60015
C  2.22220  -5.89666  0.54142
C  1.25656  -4.90873  0.45871
C  0.97122  -4.29850  -0.76944
C  1.60491  -4.76558  -1.92320
C  2.57561  -5.75040  -1.83728
C  0.11657  -3.15087  -0.79663
C  -0.54286  -2.12770  -0.73745
H  6.26238  -4.45929  0.66773
H  4.52434  -4.56827  0.27334
H  5.72781  -4.50032  -1.01696
H  2.46517  -6.35667  1.49050
H  0.72836  -4.57964  1.34451
H  1.35284  -4.32743  -2.87957
H  3.08888  -6.09711  -2.72473

Values from the calculation:
ΔE to the lowest compared entry with this formula, charge and spin: 47.2 kcal per mole
LUMO level: -1.031 eV
HOMO: -7.265 eV
E_tot: -4658.77441 Ha

DFT (ωB97M-V with the def2-TZVPD basis set) results for a 2-piece molecular cluster, H4NO2PS overall at a distorted geometry.

CARTESIAN COORDINATES (ANGSTROEM)
N  -1.75477  0.70053  0.76663
O  2.49459  -1.62067  -0.06371
O  -1.45942  0.76740  -1.82375
P  3.33495  -0.44697  -0.31107
S  -1.90002  -0.16451  -0.73730
H  -1.64753  1.66730  0.53231
H  -2.48221  0.43054  1.39282
H  4.22802  -0.26604  0.89755
H  -0.81362  -1.06758  -0.65349

Values from the calculation:
ΔE to the lowest compared entry with this formula, charge and spin: 117.0 kcal per mole
LUMO level: -1.057 eV
HOMO: -9.158 eV
E_tot: -947.08173 Ha

- Among the records above, which one has the highest E_tot?
  H4NO2PS

- What is the E_tot in the fourth record?
  -947.08173 Ha

- The highest E_tot belongs to which entry?
  H4NO2PS